{
  "formula": "C19H24O6",
  "method": "ωB97M-V/def2-TZVPD",
  "e_above_lowest_kcal_mol": 37.98,
  "smiles": "CC(C)C(=O)Cc1c(OC[C@H](O)C(C)(C)O)ccc2ccc(=O)oc12",
  "homo_ev": -9.01,
  "gap_ev": 9.0,
  "lumo_ev": 0.0,
  "largest_force_ev_per_a": 3.099,
  "total_energy_ha": -1189.82547,
  "symbols": ["O", "O", "O", "O", "O", "O", "C", "C", "C", "C", "C", "C", "C", "C", "C", "C", "C", "C", "C", "C", "C", "C", "C", "C", "C", "H", "H", "H", "H", "H", "H", "H", "H", "H", "H", "H", "H", "H", "H", "H", "H", "H", "H", "H", "H", "H", "H", "H", "H"],
  "coordinates": [[1.42535, -5.70993, -1.20484], [1.20462, 0.46134, -1.26071], [0.79655, -3.69611, -0.39064], [-0.83742, 0.31740, 1.63018], [-1.60923, 2.55090, 3.01903], [-1.25343, 5.13498, 2.07612], [0.57706, -4.94805, -0.83430], [1.79526, -0.54611, -0.83958], [-0.76675, -5.47739, -0.91983], [-1.82180, -4.72141, -0.56156], [-2.38914, -1.37787, 1.03506], [-2.63095, -2.60259, 0.43520], [-1.09472, -0.88753, 1.07065], [-0.26897, -2.90158, -0.02555], [-1.58224, -3.38046, -0.07075], [-0.04691, -1.60297, 0.48605], [1.38533, -1.05080, 0.49668], [3.00577, -0.76833, -3.02744], [4.30944, -0.45284, -0.95359], [-0.33293, 4.51787, 0.03307], [-2.76040, 4.13500, 0.50085], [-1.25932, 1.48280, 0.86911], [-0.93518, 2.73131, 1.75901], [3.04050, -1.08044, -1.52754], [-1.35291, 4.10431, 1.09265], [-1.37730, 1.67882, 3.40303], [-1.66449, 4.72050, 2.84264], [-0.85703, -6.48947, -1.27590], [-2.83575, -5.12605, -0.59006], [-3.19768, -0.81204, 1.53718], [-3.64384, -2.99213, 0.50050], [2.10872, -1.83811, 0.81354], [1.45574, -0.24582, 1.17703], [3.83353, -1.17496, -3.62838], [3.03730, 0.31728, -3.17283], [2.06529, -1.15363, -3.45594], [4.44971, -0.78739, 0.09325], [4.20980, 0.65376, -1.00302], [5.14798, -0.71203, -1.57208], [-0.47634, 5.54938, -0.24674], [0.70188, 4.39373, 0.32190], [-0.42121, 3.80266, -0.81004], [-3.08050, 5.15494, 0.20928], [-2.78412, 3.52775, -0.39889], [-3.43146, 3.77639, 1.25710], [-0.72071, 1.50375, -0.05072], [-2.32456, 1.42563, 0.61580], [0.14854, 2.74981, 1.98527], [3.05894, -2.15429, -1.43928]]
}

{
  "formula": "C16H24Br4NO15",
  "method": "ωB97M-V/def2-TZVPD",
  "e_above_lowest_kcal_mol": 0.00,
  "charge": -1,
  "homo_ev": -6.83,
  "gap_ev": 8.9,
  "lumo_ev": 2.1,
  "largest_force_ev_per_a": 7.242,
  "total_energy_ha": -12103.48284,
  "symbols": ["N", "O", "O", "O", "Br", "C", "C", "Br", "H", "H", "H", "H", "Br", "C", "C", "Br", "H", "H", "H", "H", "C", "C", "O", "C", "O", "O", "H", "H", "H", "H", "C", "C", "O", "C", "O", "O", "H", "H", "H", "H", "C", "C", "O", "C", "O", "O", "H", "H", "H", "H", "C", "C", "O", "C", "O", "O", "H", "H", "H", "H"],
  "coordinates": [[1.43920, 0.55413, 0.43747], [2.51608, 0.55056, 0.91240], [1.20210, -0.11620, -0.58008], [0.55263, 1.20962, 0.96338], [-4.21300, 2.05011, 0.77471], [-2.44143, 2.81439, 1.12386], [-1.86682, 2.66470, 2.57953], [-0.56824, 4.09023, 3.02015], [-2.52765, 3.85914, 0.82525], [-1.78913, 2.26176, 0.44769], [-1.40173, 1.67927, 2.60658], [-2.51585, 2.69544, 3.45470], [3.74792, 2.21023, 4.96636], [2.20313, 1.45913, 3.99427], [1.02333, 1.21394, 4.93272], [1.25462, -0.25397, 6.22076], [2.57557, 0.50651, 3.61757], [1.99493, 2.15864, 3.18468], [0.20517, 0.97805, 4.25222], [0.84024, 2.14600, 5.46735], [-2.91916, -0.88564, -2.01500], [-2.30322, -1.20076, -0.70371], [-2.95646, -2.38749, -0.25579], [-3.85772, -2.82062, -1.21608], [-4.69692, -3.69282, -1.10509], [-3.67743, -2.04208, -2.30550], [-2.11100, -0.54703, -2.66333], [-3.63829, -0.08595, -1.83770], [-2.37114, -0.40235, 0.03523], [-1.26943, -1.53070, -0.80633], [-0.15123, 2.93398, -1.79561], [-0.05157, 2.15078, -3.10650], [-1.36831, 2.35658, -3.70688], [-2.15666, 3.05585, -2.89591], [-3.36045, 3.15999, -2.99664], [-1.42628, 3.49993, -1.89808], [0.64094, 3.66744, -1.64530], [-0.13327, 2.18586, -1.00308], [0.25162, 1.11841, -2.93219], [0.72546, 2.56457, -3.74922], [1.79869, -2.71534, 2.45895], [0.31697, -2.48831, 2.41010], [-0.14935, -3.31749, 1.48032], [0.78311, -4.12032, 1.10322], [0.66128, -4.97029, 0.17949], [1.87706, -3.91544, 1.75897], [2.22147, -2.78321, 3.46133], [2.39428, -1.92660, 1.99932], [-0.01002, -1.45604, 2.28526], [-0.05718, -2.83781, 3.37237], [1.83411, -2.17136, -3.12087], [3.14684, -1.47937, -2.80248], [3.50270, -0.92963, -4.04757], [2.38142, -0.84741, -4.86363], [2.32789, -0.16060, -5.84546], [1.42248, -1.63637, -4.33157], [1.14568, -2.00254, -2.29281], [1.98832, -3.23799, -3.28404], [3.90836, -2.16956, -2.43940], [3.10515, -0.66404, -2.08027]]
}